Computed, not measured: a cluster of 7 separate species, C39H93FO27P6 in total, with wB97M-V/def2-TZVPD.

The geometry in XYZ format:
```
166
Properties=species:S:1:pos:R:3:forces:R:3
O 0.5618 -0.8049 -2.3406 -0.70 0.61 3.92
C 0.4634 -0.4334 -1.1704 -0.79 -2.43 -1.81
O -0.0725 -1.0999 -0.0542 0.58 -1.51 -2.15
C 0.0274 -0.3048 1.1045 -1.52 0.00 -0.07
C 0.9989 0.7430 0.6432 -4.36 1.08 0.89
F 2.1744 0.3691 0.9389 4.86 -1.14 0.86
O 0.8398 0.7449 -0.7432 0.98 2.51 0.01
H -0.9923 0.0046 1.3338 0.00 0.83 -0.24
H 0.2912 -0.7994 2.0393 0.81 -0.57 -0.52
H 0.7747 1.6725 1.1664 0.09 0.61 -0.89
C 6.8943 -4.2597 -11.5313 0.09 1.74 0.00
C 6.6936 -2.7362 -11.6930 -0.29 -1.02 -0.78
O 5.4460 -2.3177 -11.0570 -1.79 0.51 -1.54
P 4.1460 -1.8576 -12.0137 0.78 1.77 -1.08
O 4.4443 -1.1108 -13.2896 -0.12 -1.83 2.29
O 3.1715 -3.1369 -12.1689 1.33 0.31 -0.85
C 1.9583 -3.0153 -12.9460 -2.14 -0.17 1.48
C 0.9871 -3.9920 -12.2339 0.52 0.61 0.01
O 3.2701 -0.8962 -11.0728 1.72 0.96 -1.81
C 2.6930 -1.2716 -9.8900 -0.53 -0.58 2.88
C 2.5307 -0.1477 -8.7863 0.70 -0.30 -1.55
H 7.7729 -4.4922 -12.1331 -0.02 -0.34 0.04
H 7.1448 -4.3567 -10.4749 -0.31 -0.83 -0.06
H 6.0146 -4.7980 -11.8842 0.17 -0.17 0.31
H 7.5727 -2.2615 -11.2572 -0.52 0.50 0.40
H 6.6845 -2.4607 -12.7476 -0.23 0.13 0.01
H 1.5120 -2.0260 -12.8449 0.31 0.36 0.60
H 1.8618 -3.0858 -14.0294 1.67 -0.86 -0.18
H 0.8324 -3.6097 -11.2250 -0.42 0.23 -0.08
H 0.0562 -4.0432 -12.7986 -0.06 -0.18 0.22
H 1.4043 -4.9763 -12.0217 0.12 -0.11 -0.72
H 1.6878 -1.6216 -10.1248 -0.08 -0.32 0.24
H 3.2965 -2.0791 -9.4755 -0.28 -0.24 0.29
H 2.4811 -0.5530 -7.7757 -0.75 -0.32 -0.25
H 3.3932 0.5127 -8.6970 0.17 0.01 -0.56
H 1.6775 0.4426 -9.1204 -0.06 0.15 0.68
C 6.2379 0.8210 -2.6794 -0.84 -0.61 2.18
C 7.6421 0.8041 -2.1692 -0.09 3.39 -0.50
O 8.1295 -0.4446 -2.1692 1.59 -4.31 -1.28
P 9.6311 -0.8112 -1.9386 3.11 -3.33 0.48
O 9.9648 -2.3279 -1.9317 -1.35 4.63 0.04
O 10.5090 0.0526 -3.0156 -1.80 -0.38 1.46
C 11.9311 -0.1039 -2.9684 1.17 -0.51 -0.59
C 12.5800 0.5512 -1.7504 -0.04 0.86 -0.01
O 10.0394 -0.0647 -0.5255 -0.34 1.31 -5.74
C 9.9550 -0.7026 0.6350 -0.22 -0.94 2.58
C 8.6141 -0.6133 1.2457 -0.82 0.10 0.64
H 6.1204 0.1666 -3.5432 -0.08 0.48 -0.10
H 5.7197 0.3929 -1.8213 -0.85 -0.47 -0.36
H 5.8269 1.8298 -2.7174 0.24 -0.05 -0.68
H 8.1674 1.4379 -2.8836 0.85 0.21 0.44
H 7.8099 1.0564 -1.1222 -0.67 1.51 -0.10
H 12.1366 -1.1617 -3.1319 0.12 -0.18 0.66
H 12.3012 0.3289 -3.8978 -0.14 0.46 0.11
H 12.2850 0.1099 -0.7984 0.05 0.16 -0.26
H 13.6546 0.7320 -1.7249 0.33 -1.12 -0.62
H 12.3217 1.6094 -1.7915 -0.87 0.06 0.37
H 10.0858 -1.7782 0.5163 1.20 0.03 0.09
H 10.6052 -0.1122 1.2806 0.75 -1.00 0.40
H 8.6867 -1.4451 1.9464 -1.07 0.21 0.43
H 8.4392 0.3426 1.7393 -0.08 -0.09 0.15
H 7.8439 -0.7454 0.4858 -0.18 -0.42 0.21
C 0.3306 6.5803 -1.7445 -0.47 1.06 2.01
C -0.7373 7.4594 -0.9955 1.99 -1.43 -1.51
O -0.9490 8.4732 -1.9322 -0.87 3.32 -0.57
P -0.8278 10.0011 -1.3940 2.03 0.78 -1.11
O 0.4836 10.3702 -0.7436 -2.34 -0.77 -0.81
O -1.0997 10.8737 -2.7986 1.08 -2.35 2.51
C -1.3554 12.2947 -2.7226 -0.35 -0.79 -1.08
C -1.2245 12.8153 -4.1840 -0.76 -0.25 0.46
O -2.1060 10.1153 -0.4460 0.43 0.21 1.65
C -1.9332 10.1850 1.0589 -0.56 -1.09 0.36
C -2.4461 8.9083 1.7975 -1.41 -0.31 -1.56
H 1.2420 7.1664 -1.8627 -0.04 0.16 0.18
H 0.5158 5.8593 -0.9482 0.36 -1.13 -0.94
H 0.0264 6.3261 -2.7598 -0.31 -0.70 0.49
H -1.6418 6.8793 -0.8127 -0.14 0.24 0.07
H -0.2844 7.8326 -0.0769 -0.16 0.00 0.13
H -2.3374 12.2144 -2.2563 -0.43 1.40 -0.52
H -0.7078 12.8962 -2.0847 0.36 -0.54 0.22
H -0.2076 13.0623 -4.4890 0.02 0.51 0.64
H -1.4836 12.1038 -4.9682 -0.51 -0.47 0.50
H -1.9374 13.6336 -4.2845 0.42 0.38 -0.20
H -0.8937 10.2763 1.3740 0.06 0.55 -0.75
H -2.5393 11.0328 1.3783 0.26 0.04 -0.18
H -3.4589 8.6522 1.4863 -0.37 0.43 -0.46
H -1.9599 7.9799 1.4981 0.73 0.28 0.41
H -2.6316 8.9663 2.8700 0.96 0.46 0.09
C -5.2743 -1.3281 -2.6674 0.39 2.09 0.12
C -5.5510 0.1604 -2.2844 -0.58 0.16 0.19
O -4.9206 0.6080 -1.0384 -1.45 -0.37 0.66
P -5.8830 1.5020 -0.0587 1.22 -2.14 0.56
O -5.0896 2.0015 1.0541 0.36 0.54 0.45
O -7.1187 0.6000 0.4382 0.00 0.39 -1.11
C -7.2281 -0.1266 1.6870 -0.99 0.15 0.28
C -6.1215 -1.1120 1.8661 1.72 0.42 -0.32
O -6.4767 2.5468 -1.0610 -0.63 0.82 0.08
C -5.7884 3.8199 -1.1920 1.47 0.31 -2.15
C -5.0477 3.8981 -2.5942 -1.24 -0.08 -0.36
H -4.2057 -1.3701 -2.8781 0.01 -0.61 0.24
H -5.6132 -2.0032 -1.8816 0.24 0.05 -0.07
H -5.7983 -1.5397 -3.5995 -0.10 -0.02 0.07
H -5.2512 0.9475 -2.9762 0.39 -0.67 -0.67
H -6.6243 0.3371 -2.2134 -0.20 -0.34 0.19
H -7.4142 0.5683 2.5060 1.12 0.42 0.09
H -8.2072 -0.6028 1.7397 -0.09 -0.34 -1.07
H -5.1865 -0.5538 1.8184 0.19 0.28 0.56
H -6.1078 -1.6780 2.7975 -0.38 0.06 -0.10
H -5.9317 -1.7560 1.0074 -0.88 -0.39 -0.02
H -6.5172 4.6303 -1.2024 -0.15 -0.35 0.38
H -5.0363 3.9508 -0.4140 -0.42 -0.08 0.24
H -5.0094 4.8895 -3.0457 0.42 0.60 0.92
H -4.0750 3.4287 -2.7414 -0.06 -0.09 0.63
H -5.6973 3.5059 -3.3766 -0.27 -0.81 0.22
C -0.4746 -6.4034 4.7976 0.30 0.23 0.24
C -0.8732 -7.8997 4.7989 -0.34 1.09 -0.60
O -1.9956 -8.0840 5.6874 -1.10 -1.52 0.18
P -3.0746 -9.2794 5.3707 -0.49 -0.38 -0.19
O -2.6563 -10.5330 4.6880 0.24 1.83 0.34
O -3.7683 -9.6160 6.7758 0.69 0.61 0.45
C -3.6476 -10.9411 7.3387 -0.98 -0.82 1.02
C -4.4517 -11.0405 8.7395 0.86 1.49 -2.09
O -4.2603 -8.4949 4.6043 0.56 0.06 0.87
C -5.2910 -7.8233 5.3910 -0.43 0.28 -0.68
C -6.4132 -8.8302 5.6274 1.32 -0.59 -0.36
H -1.1063 -5.6212 4.3766 -1.07 -0.73 -0.06
H -0.3042 -6.0663 5.8201 0.20 -0.18 0.09
H 0.4176 -6.1723 4.2157 0.48 -0.74 0.19
H -1.1961 -8.2362 3.8137 0.36 0.02 -0.15
H -0.0512 -8.5219 5.1528 0.01 0.09 -0.07
H -4.0638 -11.6222 6.5964 -0.14 -0.13 0.18
H -2.6013 -11.2290 7.4407 0.02 0.24 0.21
H -3.9394 -10.4034 9.4605 0.24 -0.48 0.26
H -5.3930 -10.5101 8.5957 -0.26 -0.31 -0.16
H -4.6429 -12.0592 9.0769 0.33 0.14 -0.10
H -4.9016 -7.2108 6.2042 0.28 -0.69 0.37
H -5.7417 -7.0856 4.7272 0.41 0.14 -0.26
H -7.0993 -8.5798 6.4366 -0.31 0.17 -0.58
H -6.7442 -8.9639 4.5975 -1.27 0.08 0.35
H -5.9934 -9.8178 5.8182 0.10 0.12 0.55
C -0.6551 2.3164 9.9809 -1.43 1.10 -0.46
C -0.5276 0.8952 9.5170 0.45 -0.04 0.02
O -1.7968 0.2321 9.3193 -0.27 -0.82 0.21
P -2.4512 -0.0979 7.9049 -2.49 0.40 -0.25
O -1.5775 -0.3689 6.7471 -0.56 0.51 0.94
O -3.5885 -1.2971 8.0919 2.29 1.51 -0.38
C -4.0899 -1.5945 9.3746 -1.13 -1.77 0.73
C -5.6597 -1.7288 9.3821 1.47 0.90 0.92
O -3.4885 1.1959 7.8455 1.94 -2.12 0.42
C -3.9963 1.6400 6.5974 0.71 1.32 0.22
C -3.1156 2.8574 6.2099 -1.04 -0.76 0.20
H 0.2873 2.8275 9.7837 -0.25 0.23 -0.19
H -1.5246 2.7299 9.4700 0.47 0.52 -1.05
H -1.0145 2.6287 10.9614 0.63 -1.18 0.77
H -0.0303 0.8700 8.5474 0.23 0.08 0.12
H 0.1010 0.4018 10.2583 -0.39 -0.88 -0.22
H -3.7126 -2.5752 9.6643 0.16 -0.32 -0.25
H -3.6244 -0.9706 10.1375 -0.78 0.58 -0.02
H -6.0533 -0.7270 9.2105 -0.46 -0.26 -0.32
H -6.0902 -2.5193 8.7673 0.44 0.36 -0.53
H -5.9453 -2.0248 10.3916 0.05 0.18 0.23
H -3.9932 0.8858 5.8106 -0.03 -0.16 0.15
H -5.0112 1.9300 6.8696 -0.10 0.15 -0.58
H -2.1259 2.5291 5.8925 -0.19 -0.02 -0.43
H -3.6960 3.4033 5.4662 0.59 0.32 -0.23
H -2.9457 3.4574 7.1039 -0.32 0.17 -0.06
```
Positions in Å, forces in eV/Å.

Values from the calculation:
**Multiplicity**: 1
**Kohn-Sham gap**: 10.5 eV
**Highest occupied orbital energy**: -10.3 eV
**Structure (SMILES)**: O=C1OC[C@@H](F)O1.CCOP(=O)(OCC)OCC.CCOP(=O)(OCC)OCC.CCOP(=O)(OCC)OCC.CCOP(=O)(OCC)OCC.CCOP(=O)(OCC)OCC.CCOP(=O)(OCC)OCC
**Relative energy (zero: lowest compared OMol25 entry of this formula, charge and spin)**: 749.33 kJ/mol
**E_LUMO**: 0.18 eV